(1)
C23H38I2N3O4 | ωB97M-V/def2-TZVPD

Last column: Mulliken charge in e.
Element x y z (Å)
C -1.98082 -0.09062 -7.09862  -0.687
C -2.48647 -0.89782 -6.14393  -0.140
C -1.78599 -2.09062 -5.57436  0.565
O -1.80834 -3.08665 -6.21462  -0.435
O -1.11707 -2.04857 -4.38856  -0.380
C -1.88859 -1.57239 -3.28940  -0.315
C -2.87391 -2.60832 -2.76934  -0.593
C -2.26891 -3.67768 -1.86442  -1.083
C -1.54564 -3.13993 -0.62873  -0.528
C -2.43690 -2.32231 0.29857  -0.428
C -1.83259 -2.07434 1.68171  -1.274
C -0.60664 -1.18931 1.58415  0.983
N 0.55346 -1.51552 2.48385  -0.285
C 1.33089 -0.41315 2.37542  -0.280
N 2.59143 -0.43289 2.07888  -0.041
C 3.41979 0.78744 1.92491  0.101
C 4.85077 0.57056 2.42865  -0.727
C 5.51313 1.92982 2.71346  -0.455
C 6.06774 2.58123 1.46335  -0.738
O 5.06381 2.83057 0.49159  -0.369
C 4.44649 4.09522 0.60413  -0.711
N 0.53572 0.73378 2.56849  0.843
C 0.31690 1.08970 3.94187  -0.852
I -0.49139 -0.32382 5.30450  0.145
C 0.56427 2.32292 4.39024  0.524
C 0.32258 2.83192 5.77228  -1.467
I 1.32201 3.79969 3.09542  0.108
C -0.70704 0.35962 1.80201  -0.863
C -2.00062 1.02115 2.22454  -1.084
C -1.91808 2.53745 1.97228  0.289
C -3.21905 3.25815 1.99042  -0.841
O -2.15223 3.35379 3.05369  -0.448
H -2.52615 0.09989 -8.01703  0.255
H -1.04157 0.44415 -6.99649  0.255
H -3.49863 -0.72555 -5.78463  0.357
H -2.45161 -0.67877 -3.57769  0.240
H -1.17750 -1.23284 -2.53974  0.112
H -3.71542 -2.09126 -2.30703  0.447
H -3.27356 -3.12590 -3.64392  0.398
H -1.52413 -4.21658 -2.45265  0.395
H -3.00984 -4.40899 -1.54213  0.378
H -1.06654 -3.95439 -0.08081  0.364
H -0.72108 -2.52056 -0.98876  0.292
H -2.61254 -1.33627 -0.14504  0.191
H -3.41563 -2.78898 0.40773  0.519
H -2.56317 -1.58289 2.32460  0.330
H -1.56297 -3.00821 2.17666  0.462
H -0.15622 -1.26181 0.59400  0.365
H 1.00593 -2.39461 2.25684  0.398
H 3.04811 -1.32176 1.92935  0.328
H 3.44187 1.02606 0.86586  0.279
H 2.95578 1.59256 2.47859  -0.425
H 5.41800 0.09587 1.62686  0.347
H 4.84001 -0.05394 3.32027  0.457
H 4.77803 2.60801 3.15397  0.197
H 6.30047 1.78870 3.45240  0.392
H 6.84250 1.97970 0.98941  0.393
H 6.53193 3.53071 1.74544  0.422
H 3.37922 4.00167 0.39837  0.197
H 4.54759 4.53151 1.59985  0.372
H 4.84764 4.79214 -0.13356  0.277
H 1.05762 3.60741 5.98077  0.397
H -0.64985 3.32033 5.82556  0.298
H 0.44270 2.07052 6.53461  0.538
H -0.51961 0.76297 0.80413  0.292
H -2.82371 0.69376 1.59574  0.479
H -2.22371 0.92957 3.28453  0.314
H -1.18870 2.88189 1.24123  0.499
H -4.01477 2.96300 2.65841  0.320
H -3.23551 4.22383 1.50681  0.333

Summary:
strongest force on any atom	0.0578	Eh/bohr
highest occupied orbital energy	-10.7	eV
structure (SMILES)	C=CC(=O)OCCCCCC[C@@H]1NC(NCCCCOC)=[N+](/C(I)=C(/C)I)[C@@H]1C[C@H]1CO1
Kohn-Sham gap	7.8	eV
charge	+1
calculated total energy	-1959.3814	Eh
relative energy (zero: lowest compared OMol25 entry of this formula, charge and spin)	0.00	kJ/mol



(2)
C4H7NO | ωB97M-V/def2-TZVPD

Last column: Mulliken charge in e.
Element x y z (Å)
C -1.29234 2.17852 -0.14965  -0.265
C 0.77062 -0.51366 0.42673  0.165
C 1.22570 -1.58779 -0.51478  -0.571
C -0.10732 -1.73286 0.20514  -0.604
H -0.65429 2.78804 -0.87493  0.254
H -2.24195 2.60546 0.13371  0.288
H 1.32376 -0.33566 1.34278  0.366
H 1.18096 -1.39161 -1.57344  0.241
H 2.05480 -2.16574 -0.14392  0.243
H -0.13273 -2.44376 1.05126  0.225
H -1.00487 -1.50849 -0.34623  0.251
N -0.93589 1.05664 0.32104  -0.469
O 0.30570 0.62375 -0.20514  -0.124

Summary:
strongest force on any atom	0.0378	Eh/bohr
highest occupied orbital energy	-9.7	eV
structure (SMILES)	C=NOC1CC1
Kohn-Sham gap	10.9	eV
calculated total energy	-286.4921	Eh
relative energy (zero: lowest compared OMol25 entry of this formula, charge and spin)	366.29	kJ/mol



(3)
C10H22INSi | ωB97M-V/def2-TZVPD

Last column: Mulliken charge in e.
Element x y z (Å)
C -1.09116 -1.18518 -0.87133  -0.520
C -0.60372 -0.25870 -0.03438  0.003
C -4.70020 -1.73035 1.37140  -1.113
C 3.36437 3.41123 -1.22019  -1.032
C -2.51986 -1.17025 -1.32208  -0.561
C 0.81812 -0.37000 0.49040  -0.538
C -3.23628 -2.16208 0.83810  -0.284
C -3.20413 -2.41887 -0.73284  -0.772
C 1.80558 0.15448 -0.54387  -0.553
C 3.24586 3.25067 0.26652  -0.569
N 3.12920 0.25196 -0.00477  -0.198
Si 3.73277 1.53740 0.97836  0.385
I 4.02000 -1.59276 0.43045  0.052
H -0.59625 -2.09118 -0.98797  0.457
H -1.09543 0.80827 -0.02636  0.143
H -4.74576 -0.66648 1.62468  0.302
H -4.81791 -2.37185 2.30770  0.287
H -5.43126 -1.86830 0.60689  0.309
H 4.34920 3.62227 -1.55184  0.378
H 3.14553 2.44271 -1.70643  0.228
H 2.56555 4.08869 -1.38609  0.312
H -2.51609 -1.24782 -2.51975  0.264
H -3.00467 -0.22371 -0.85250  0.255
H 1.02102 -1.43625 0.76209  0.327
H 0.96999 0.30736 1.35321  0.271
H -2.76782 -3.08015 1.27972  0.420
H -2.66933 -1.30829 1.13428  0.148
H -4.15237 -2.47738 -1.18569  0.399
H -2.56078 -3.34408 -0.91958  0.334
H 1.44056 1.15270 -0.83387  0.398
H 1.83269 -0.51487 -1.47970  0.116
H 2.23427 3.31549 0.58459  0.316
H 3.77405 4.08746 0.80433  0.385
H 5.16843 1.41761 1.09166  -0.191
H 3.09582 1.67020 2.25485  -0.154

Summary:
strongest force on any atom	0.0600	Eh/bohr
highest occupied orbital energy	-8.6	eV
Kohn-Sham gap	8.3	eV
calculated total energy	-1036.0605	Eh
relative energy (zero: lowest compared OMol25 entry of this formula, charge and spin)	207.65	kJ/mol



(4)
C21H26BrN3O3S | ωB97M-V/def2-TZVPD

Last column: Mulliken charge in e.
Element x y z (Å)
O -0.39635 3.19360 -1.11563  -0.647
C -0.22530 2.00256 -1.28870  0.335
N 0.28167 1.17809 -0.36073  0.139
H 0.26324 0.18210 -0.51125  0.331
C 0.56420 1.63622 0.99109  -0.359
C 0.52148 0.46461 1.96481  -1.114
C 1.69986 -0.48273 1.74583  -0.452
N 2.95100 0.24045 1.85853  0.080
C 3.04550 1.27112 0.84261  -0.452
C 1.94103 2.30187 1.05422  -1.268
H 2.06152 2.75861 2.03645  0.446
H 2.00408 3.08146 0.29495  0.488
H 2.96876 0.85491 -0.17813  0.319
H 4.01926 1.75803 0.93900  0.415
C 4.12110 -0.62442 1.92874  -1.716
C 4.36066 -1.45212 0.68863  0.896
C 3.77329 -2.70426 0.54781  -0.226
C 3.93173 -3.43317 -0.61773  -0.679
C 4.68175 -2.91945 -1.66183  -0.417
C 5.27880 -1.67738 -1.52966  -0.697
C 5.11839 -0.95037 -0.36327  -0.227
H 5.59432 0.01499 -0.26444  0.361
H 5.87292 -1.27414 -2.33706  0.385
H 4.80604 -3.48759 -2.57213  0.387
H 3.47003 -4.40570 -0.71052  0.383
H 3.19357 -3.11586 1.36202  0.357
H 3.98498 -1.28121 2.79304  0.516
H 4.98550 0.01841 2.11903  0.538
H 1.60291 -0.98341 0.76446  0.294
H 1.68206 -1.25795 2.51626  0.397
H 0.56997 0.86090 2.97893  0.486
H -0.41780 -0.07644 1.84521  0.313
H -0.20971 2.36950 1.24704  0.509
C -0.58297 1.33429 -2.61787  -0.703
H 0.22507 0.68349 -2.95224  0.335
H -0.72123 2.13253 -3.34904  0.343
C -1.88396 0.53341 -2.46879  -0.750
N -2.82330 1.15152 -1.55316  -0.309
S -2.85539 0.58971 0.02039  1.779
O -2.04351 -0.59366 0.11264  -0.703
O -2.63391 1.65777 0.94602  -0.721
C -4.57310 0.10243 0.12361  -0.113
C -5.50377 1.00430 0.60234  -0.379
C -6.84057 0.64791 0.64521  -0.619
C -7.21188 -0.61245 0.20156  0.157
C -6.27994 -1.52168 -0.27616  -0.657
C -4.94636 -1.15353 -0.31409  -0.442
H -4.18731 -1.83312 -0.66609  0.426
H -6.59488 -2.49837 -0.60979  0.424
Br -9.04134 -1.10871 0.25387  -0.189
H -7.58488 1.33462 1.01777  0.431
H -5.16628 1.96822 0.94761  0.442
H -2.79359 2.16085 -1.57213  0.379
H -1.68410 -0.45781 -2.05759  0.351
H -2.37325 0.41702 -3.44163  0.396

Summary:
strongest force on any atom	0.0181	Eh/bohr
highest occupied orbital energy	-8.4	eV
structure (SMILES)	O=C(CCNS(=O)(=O)c1ccc(Br)cc1)NC1CCN(Cc2ccccc2)CC1
Kohn-Sham gap	8.9	eV
calculated total energy	-4178.0326	Eh
relative energy (zero: lowest compared OMol25 entry of this formula, charge and spin)	0.00	kJ/mol



(5)
C3H3IrO | ωB97M-V/def2-TZVPD

Last column: Mulliken spin population.
Element x y z (Å)
C -0.77519 0.70956 -1.16858  0.506
C -0.63332 -0.49026 -1.38197  0.386
H -1.05121 1.75159 -1.20408  0.006
H -0.74803 -1.51038 -1.71329  -0.009
C 0.32721 0.03763 1.10006  0.446
O 1.47006 -0.46157 0.81572  0.341
Ir 1.95359 0.61000 2.32593  2.226
H -0.54310 -0.64658 1.22620  0.100

Summary:
⟨S²⟩	6.025
strongest force on any atom	0.0471	Eh/bohr
highest occupied orbital energy (spin up / spin down)	-18.7 / -20.0	eV
2S+1	5
Kohn-Sham gap (spin up / spin down)	7.9 / 5.5	eV
charge	+2
calculated total energy	-294.5281	Eh



(6)
C3H12NSi | ωB97M-V/def2-TZVPD

Last column: Mulliken charge in e.
Element x y z (Å)
C -1.73196 0.79906 -0.83975  -1.101
C -1.37882 -1.71142 1.15898  -0.952
C 0.95131 -0.00206 -0.71127  -0.545
N 2.62437 0.82724 0.02411  -0.579
Si -0.57086 -0.09087 0.41921  0.540
H -2.36974 0.32267 -1.67747  0.362
H -2.51157 1.24600 -0.29777  0.370
H -1.17852 1.66910 -1.36293  0.305
H -1.87248 -2.38990 0.35924  0.307
H -0.59930 -2.37129 1.57179  0.312
H -2.12525 -1.42307 1.84896  0.332
H 1.51607 -1.00364 -0.86590  0.334
H 0.74235 0.52612 -1.57635  0.437
H 2.73005 0.54407 0.97582  0.318
H 3.46057 0.61223 -0.52218  0.332
H 2.29110 1.77793 -0.06067  0.342
H 0.02270 0.66787 1.55618  -0.113

Summary:
strongest force on any atom	0.1145	Eh/bohr
highest occupied orbital energy	-14.6	eV
Kohn-Sham gap	9.7	eV
charge	+1
calculated total energy	-465.4217	Eh
relative energy (zero: lowest compared OMol25 entry of this formula, charge and spin)	210.58	kJ/mol



(7)
C2H2N2O2S | ωB97M-V/def2-TZVPD

Last column: Mulliken charge in e.
Element x y z (Å)
C -0.13384 0.09181 0.91236  0.697
C -0.73504 0.04011 -1.11898  0.240
H 0.93094 0.28899 2.44812  0.336
H 0.99572 -0.86475 -1.49761  0.294
N -1.18063 0.17594 0.24841  -0.395
N 0.61636 -0.03401 -1.07453  -0.058
O -0.02718 0.14174 2.28898  -0.441
O 1.01111 -0.12755 0.22904  -0.269
S -1.47745 0.28772 -2.43578  -0.404

Summary:
strongest force on any atom	0.0904	Eh/bohr
highest occupied orbital energy	-9.1	eV
structure (SMILES)	Oc1nc(=S)[nH]o1
Kohn-Sham gap	9.3	eV
calculated total energy	-735.5206	Eh
relative energy (zero: lowest compared OMol25 entry of this formula, charge and spin)	175.08	kJ/mol



(8)
C8H10ClN4 | ωB97M-V/def2-TZVPD

Last column: Mulliken charge in e.
Element x y z (Å)
C -1.81927 -0.72917 -0.11501  0.012
C -1.10487 -0.01214 1.07492  -1.185
C -1.47462 -0.20292 -1.45047  -0.881
C -0.02548 0.75143 0.81506  -0.318
C -0.38414 0.51257 -1.59898  0.037
C 0.49034 0.86491 -0.55872  0.941
C -1.32242 -2.27090 -0.13166  -0.549
C 2.17153 -2.01243 0.45877  0.221
N -0.00770 -2.43424 -0.45679  -0.595
N 1.03246 -2.00523 -0.03929  0.352
N 1.68934 1.34256 -0.86074  -0.660
N 2.56620 1.64816 0.27331  -0.161
Cl 3.58769 -1.18348 0.01037  -0.095
H -2.92298 -0.66328 0.16995  0.473
H -1.53582 -0.15796 1.97530  0.544
H -2.02853 -0.55408 -2.30949  0.403
H 0.40684 1.08442 1.67185  0.239
H -0.04994 0.97746 -2.64633  0.287
H -1.52454 -2.61532 0.78258  0.494
H -2.06034 -2.79058 -0.82091  0.368
H 3.14878 0.74793 0.70804  0.304
H 1.84298 1.89255 1.12464  0.418
H 3.24957 2.36222 -0.08816  0.349

Summary:
strongest force on any atom	0.1112	Eh/bohr
highest occupied orbital energy	-12.3	eV
Kohn-Sham gap	8.0	eV
charge	+1
calculated total energy	-989.5482	Eh
relative energy (zero: lowest compared OMol25 entry of this formula, charge and spin)	606.96	kJ/mol